#one
Computed, not measured: 2 unconnected molecules or ions with the total composition C2H8NO, with ωB97M-V with the def2-TZVPD basis set.

Cartesian coordinates (Å):
C -0.33 -1.24 1.03
C 0.76 0.92 0.94
N 0.27 -0.07 0.35
H -1.40 -1.30 1.04
H -0.10 -1.17 2.09
H 0.03 -2.21 0.70
H 0.87 1.06 2.01
H 1.03 1.93 0.51
H 0.15 -0.18 -0.64
H 0.15 0.88 -3.25
H -1.16 0.83 -2.33
O -0.26 0.56 -2.45

Properties
charge	+1
HOMO-LUMO gap	11.1	eV
LUMO	-0.187	hartree

#two
Computed, not measured: 2 unconnected molecules or ions with the total composition C2H8NO, with ωB97M-V with the def2-TZVPD basis set.

Cartesian coordinates (Å):
N -1.13 1.83 -0.37
H -1.40 2.60 0.25
H -1.99 1.29 -0.71
H -0.73 1.01 0.27
H -0.35 2.12 -0.96
C 0.95 -1.85 -0.50
C 0.53 -1.42 0.66
O 0.19 -0.04 0.72
H 0.76 -2.90 -0.71
H 1.68 -1.07 -1.01
H 0.51 -2.02 1.54
H 0.99 0.46 0.82

Properties
charge	+1
HOMO-LUMO gap	9.8	eV
LUMO	-0.145	hartree

#three
Computed, not measured: 2 unconnected molecules or ions with the total composition C2H8NO, with ωB97M-V with the def2-TZVPD basis set.

Cartesian coordinates (Å):
N 0.11 -1.59 2.07
H -0.84 -1.22 2.04
H 0.50 -1.47 3.00
H 0.15 -2.57 1.78
H 0.59 -1.07 1.32
O 0.56 0.08 -0.06
C 0.39 1.05 -0.77
C -0.48 1.15 -1.96
H 1.02 1.93 -0.57
H 0.14 0.99 -2.84
H -0.76 2.19 -2.09
H -1.37 0.53 -1.93

Properties
charge	+1
HOMO-LUMO gap	10.6	eV
LUMO	-0.139	hartree

Taking the most stable structure as the zero point, the relative energies in kcal/mol are #one 21.0; #two 53.2; #three 0.0.

#one
Computed, not measured: 2 unconnected molecules or ions with the total composition C2H8NO, with ωB97M-V with the def2-TZVPD basis set.

Cartesian coordinates (Å):
N 1.78 -0.52 -0.25
H 2.46 0.15 -0.52
H 1.03 -0.47 -0.95
H 1.96 -1.55 0.02
H 1.44 -0.32 0.71
C -0.98 -0.20 1.19
C -0.70 0.77 0.27
O -0.61 0.24 -1.08
H -1.30 -0.04 2.21
H -0.98 -1.30 0.96
H -0.51 1.79 0.64
H -1.57 -0.02 -1.42

Properties
charge	+1
HOMO-LUMO gap	10.5	eV
LUMO	-0.142	hartree

#two
Computed, not measured: 2 unconnected molecules or ions with the total composition C2H8NO, with ωB97M-V with the def2-TZVPD basis set.

Cartesian coordinates (Å):
C 1.10 -0.73 -0.11
C -1.58 -0.51 0.25
N 1.19 0.69 0.23
O -1.46 0.84 -0.07
H 0.80 -1.05 -1.11
H 1.47 -1.57 0.38
H -1.76 -1.29 -0.50
H -1.31 -0.86 1.25
H 1.72 0.97 1.01
H 0.15 1.15 0.19
H 1.49 1.20 -0.60
H -1.81 1.18 -0.91

Properties
charge	+1
HOMO-LUMO gap (spin up / spin down)	10.0 / 8.0	eV
LUMO (spin up / spin down)	-0.139 / -0.170	hartree

#three
Computed, not measured: 2 unconnected molecules or ions with the total composition C2H8NO, with ωB97M-V with the def2-TZVPD basis set.

Cartesian coordinates (Å):
O 2.76 -0.81 -0.07
H 3.59 -0.55 0.34
H 2.70 -1.76 0.16
H -2.18 1.06 -1.03
C -2.12 0.29 -0.28
C -0.82 0.39 0.43
N 0.34 0.48 -0.09
H -2.20 -0.68 -0.78
H -2.93 0.42 0.43
H -0.82 0.44 1.51
H 0.51 0.33 -1.08
H 1.18 0.39 0.46

Properties
charge	+1
HOMO-LUMO gap	11.3	eV
LUMO	-0.177	hartree

Taking the most stable structure as the zero point, the relative energies in kcal/mol are #one 44.7; #two 101.7; #three 0.0.

#one
Computed, not measured: a single C2H2NPS molecule, with ωB97M-V with the def2-TZVPD basis set.

Cartesian coordinates (Å):
C -1.38 -0.25 0.63
P -0.02 -1.09 0.79
C 1.18 -0.18 -0.13
N 0.91 0.84 -0.78
S -0.44 1.69 -0.97
H -2.44 -0.43 0.97
H 2.18 -0.57 -0.50

Properties
SMILES	C#P=CN=S
HOMO-LUMO gap (spin up / spin down)	7.8 / 7.8	eV
LUMO (spin up / spin down)	-0.047 / -0.047	hartree

#two
Computed, not measured: a molecular structure, C2H2NPS, with ωB97M-V with the def2-TZVPD basis set.

Cartesian coordinates (Å):
C 0.72 1.14 -0.01
C -0.16 -1.27 0.00
N -1.19 1.10 0.00
P 1.36 -0.39 -0.02
S -1.58 -0.38 0.00
H 1.08 2.14 -0.01
H -0.23 -2.34 0.04

Properties
HOMO-LUMO gap (spin up / spin down)	8.8 / 8.8	eV
LUMO (spin up / spin down)	-0.011 / -0.011	hartree

Taking the most stable structure as the zero point, the relative energies in kcal/mol are #one 12.5; #two 0.0.

#one
Computed, not measured: a molecular structure, C2H6IN2O, with ωB97M-V with the def2-TZVPD basis set.

Cartesian coordinates (Å):
C -1.68 -0.13 0.04
C 0.67 0.42 -0.38
N 2.56 0.06 0.22
N -0.23 -0.59 0.31
O 3.36 -0.24 -0.54
I 0.78 2.13 0.73
H -1.95 0.74 0.62
H -1.60 0.10 -1.08
H -2.37 -0.88 0.25
H 0.46 0.41 -1.42
H 0.04 -1.46 -0.13
H -0.05 -0.56 1.38

Properties
charge	+1
HOMO-LUMO gap (spin up / spin down)	8.3 / 8.3	eV
LUMO (spin up / spin down)	-0.179 / -0.179	hartree

#two
Computed, not measured: a gas-phase ion, C2H6IN2O (charge +1), with ωB97M-V with the def2-TZVPD basis set.

Cartesian coordinates (Å):
C -1.83 -0.36 0.38
O -0.51 -0.71 0.53
C 0.49 -0.06 -0.05
N 0.41 1.10 -0.66
N 1.73 -0.79 -0.08
I 3.58 0.18 0.08
H -2.19 -1.36 0.03
H -2.00 0.40 -0.27
H -2.27 -0.05 1.37
H 1.34 1.44 -1.09
H -0.28 1.80 -0.66
H 1.55 -1.60 0.43

Properties
SMILES	COC(=[NH2+])NI
charge	+1
HOMO-LUMO gap	8.8	eV
LUMO	-0.189	hartree

Taking the most stable structure as the zero point, the relative energies in kcal/mol are #one 76.8; #two 0.0.